1.
This record from the OMol25 dataset describes an isolated molecule of C6H11OP at a distorted geometry. The level of theory is wB97M-V/def2-TZVPD.

Geometry (Å):
C  -1.50  -1.56  0.18
C  -0.37  -0.61  -0.01
C  -0.29  0.73  -0.30
C  -1.56  1.59  -0.18
C  1.04  1.31  -0.49
P  2.20  0.16  0.32
O  3.50  -0.05  -0.31
C  1.03  -1.26  0.05
H  -1.13  -2.53  0.59
H  -1.93  -1.80  -0.85
H  -2.26  -1.22  0.97
H  -1.22  2.59  -0.13
H  -2.02  1.40  0.86
H  -2.43  1.30  -0.76
H  1.20  1.04  -1.51
H  1.20  2.40  -0.42
H  2.21  0.21  1.76
H  1.04  -1.89  0.94
H  1.29  -1.83  -0.72

Output
HOMO ... -0.3230 Ha
Structure (SMILES) ... CC1=C(C)C[PH](=O)C1
LUMO level ... 0.03015 Eh
Total charge ... 0
Max |F| ... 0.09824 Eh/bohr


2.
This record from the OMol25 dataset describes CH3N4 as an isolated structure at a distorted geometry. The level of theory is wB97M-V/def2-TZVPD.

Geometry (Å):
C  -0.03  0.19  -0.10
N  1.36  0.80  -0.40
N  1.85  -0.31  -0.24
N  0.63  -0.97  -0.06
N  -1.16  0.84  0.06
H  0.51  -2.89  0.41
H  -1.06  1.91  0.08
H  -2.09  0.43  0.25

Output
HOMO (alpha / beta) ... -0.5788 / -0.5788 Ha
LUMO level (alpha / beta) ... -0.29403 / -0.29395 Eh
Total charge ... +1
Max |F| ... 0.10652 Eh/bohr


3.
This record from the OMol25 dataset describes a 2-piece molecular cluster, C5H7NO3S overall at a distorted geometry. The level of theory is wB97M-V/def2-TZVPD.

Geometry (Å):
C  -1.31  2.20  -1.68
C  -0.26  1.60  -2.45
C  -1.53  1.37  -0.61
C  0.29  0.60  -1.70
C  1.27  -2.60  2.20
N  -0.51  0.52  -0.54
O  0.65  -1.53  0.26
O  0.23  0.36  1.74
O  0.68  -1.87  2.94
S  -0.45  -0.66  0.69
H  -1.84  3.01  -1.99
H  0.25  1.76  -3.37
H  -2.19  1.28  0.18
H  1.06  -0.08  -1.62
H  0.76  -3.58  1.71
H  2.32  -2.35  1.69
H  0.60  -0.02  2.57

Output
HOMO ... -0.3183 Ha
LUMO level ... 0.02409 Eh
Total charge ... 0
Max |F| ... 0.06723 Eh/bohr


4.
This record from the OMol25 dataset describes C32H37AsNO2PS2Se2Si2W as an isolated structure. The level of theory is wB97M-V/def2-TZVPD.

Geometry (Å):
W  -0.22  0.49  -0.02
Se  -1.67  -0.56  1.70
P  -1.32  -1.35  -1.44
Se  -1.40  1.98  -1.22
C  -3.08  -1.00  -1.87
C  -3.98  -0.22  -1.14
C  -5.28  -0.05  -1.57
C  -5.72  -0.66  -2.74
C  -4.84  -1.44  -3.48
C  -3.53  -1.60  -3.05
C  -1.54  -2.85  -0.39
C  -0.41  -3.64  -0.13
C  -0.51  -4.77  0.67
C  -1.74  -5.14  1.21
C  -2.86  -4.39  0.93
C  -2.77  -3.25  0.14
H  -3.64  0.25  -0.23
H  -5.96  0.56  -0.99
H  -6.74  -0.52  -3.07
H  -5.17  -1.91  -4.39
H  -2.85  -2.20  -3.64
H  0.54  -3.38  -0.55
H  0.37  -5.36  0.87
H  -1.81  -6.03  1.83
H  -3.83  -4.68  1.33
H  -3.66  -2.68  -0.07
O  2.64  -2.45  -0.81
C  2.35  -1.28  -0.68
O  1.14  -0.91  -0.27
C  3.34  -0.19  -0.93
C  4.51  -0.57  -1.61
C  5.52  0.33  -1.86
C  5.38  1.64  -1.41
C  4.23  2.03  -0.74
C  3.19  1.13  -0.51
S  1.80  1.80  0.35
H  4.58  -1.60  -1.93
H  6.41  0.02  -2.39
H  6.16  2.37  -1.59
H  4.12  3.05  -0.41
C  -1.54  4.68  2.45
Si  -2.31  3.03  2.84
C  -3.78  2.63  1.78
C  -2.72  2.85  4.65
As  -0.64  1.40  2.39
Si  1.02  0.75  3.97
C  1.95  -0.65  3.18
C  2.05  2.27  4.28
C  0.09  0.20  5.49
H  -2.27  5.48  2.64
H  -1.24  4.73  1.40
H  -0.66  4.87  3.07
H  -4.60  3.29  2.05
H  -4.10  1.60  1.93
H  -3.56  2.77  0.72
H  -3.57  3.49  4.91
H  -1.88  3.15  5.29
H  -2.98  1.82  4.90
H  2.55  -0.30  2.34
H  1.27  -1.42  2.82
H  2.62  -1.11  3.92
H  2.65  2.50  3.40
H  2.73  2.11  5.13
H  1.43  3.14  4.51
H  -0.61  -0.60  5.24
H  -0.47  1.01  5.95
H  0.79  -0.18  6.24
S  2.93  2.23  -4.30
C  1.60  1.97  -3.22
N  1.19  0.77  -3.08
C  1.94  -0.10  -3.87
C  1.77  -1.48  -3.93
C  2.63  -2.21  -4.72
C  3.65  -1.59  -5.45
C  3.82  -0.22  -5.41
C  2.96  0.52  -4.61
H  1.16  2.81  -2.68
H  0.98  -1.94  -3.35
H  2.52  -3.29  -4.76
H  4.31  -2.19  -6.06
H  4.61  0.26  -5.97

Output
HOMO (alpha / beta) ... -0.2667 / -0.2667 Ha
LUMO level (alpha / beta) ... -0.02761 / -0.02767 Eh
Total charge ... 0
Max |F| ... 0.00311 Eh/bohr


5.
This record from the OMol25 dataset describes C27H42BrN4O3SW as an isolated structure at a distorted geometry. The level of theory is wB97M-V/def2-TZVPD.

Geometry (Å):
W  0.81  1.20  -0.22
N  2.22  3.04  -1.05
C  1.44  4.16  -1.58
C  0.58  3.69  -2.74
N  -0.02  2.35  -2.50
C  -1.49  2.47  -2.48
C  -1.95  3.01  -1.14
N  -1.61  2.00  -0.13
C  0.34  1.42  -3.59
C  1.79  1.00  -3.52
N  2.01  0.30  -2.24
H  2.74  3.33  -0.23
H  2.95  2.78  -1.72
H  2.07  4.98  -1.91
H  0.82  4.53  -0.76
H  1.19  3.65  -3.64
H  -0.20  4.43  -2.92
H  -1.92  1.47  -2.60
H  -1.85  3.09  -3.30
H  -3.03  3.20  -1.19
H  -1.45  3.94  -0.89
H  -2.24  1.21  -0.23
H  -1.78  2.39  0.79
H  0.13  1.87  -4.56
H  -0.28  0.53  -3.49
H  2.46  1.85  -3.58
H  2.00  0.36  -4.37
H  3.00  0.08  -2.12
H  1.52  -0.59  -2.24
C  -3.51  -0.45  4.22
C  -2.09  -1.02  4.23
C  -1.25  -0.20  5.22
C  -2.12  -2.48  4.72
C  -1.53  -0.96  2.81
C  -0.37  -0.28  2.50
C  -0.02  -0.12  1.17
Br  0.63  3.03  1.57
C  -0.82  -0.64  0.14
O  -0.40  -0.16  -1.07
C  -1.92  -1.46  0.42
C  -2.24  -1.59  1.76
C  -2.64  -2.23  -0.69
C  -1.60  -3.10  -1.41
C  -3.74  -3.13  -0.13
C  -3.26  -1.25  -1.70
H  -3.91  -0.45  5.24
H  -4.18  -1.04  3.59
H  -3.51  0.58  3.86
H  -1.74  -0.21  6.19
H  -1.15  0.84  4.90
H  -0.25  -0.63  5.34
H  -2.51  -2.52  5.74
H  -1.11  -2.90  4.73
H  -2.74  -3.11  4.09
H  0.26  0.14  3.28
H  -3.08  -2.21  2.03
H  -1.12  -3.79  -0.70
H  -0.81  -2.49  -1.85
H  -2.07  -3.69  -2.20
H  -3.34  -3.85  0.58
H  -4.21  -3.68  -0.95
H  -4.52  -2.54  0.36
H  -2.49  -0.62  -2.14
H  -4.01  -0.62  -1.22
H  -3.75  -1.80  -2.51
O  4.51  1.91  0.11
C  3.87  0.89  0.21
O  2.56  0.93  0.44
C  4.44  -0.46  0.04
C  5.83  -0.56  -0.05
C  6.44  -1.76  -0.30
C  5.66  -2.90  -0.47
C  4.28  -2.83  -0.38
C  3.64  -1.61  -0.11
S  1.90  -1.66  -0.02
H  6.42  0.35  0.08
H  7.52  -1.83  -0.36
H  6.12  -3.86  -0.68
H  3.67  -3.71  -0.52

Output
HOMO (alpha / beta) ... -0.3735 / -0.3735 Ha
LUMO level (alpha / beta) ... -0.17852 / -0.17871 Eh
Total charge ... +1
Max |F| ... 0.06588 Eh/bohr


6.
This record from the OMol25 dataset describes a 2-piece molecular cluster, C10H22NS overall at a distorted geometry. The level of theory is wB97M-V/def2-TZVPD.

Geometry (Å):
C  -2.19  -1.91  1.13
C  -1.90  -1.48  -0.08
C  -1.76  -1.96  -1.48
C  3.23  -1.10  -1.08
C  -2.25  1.28  0.81
C  0.63  0.38  1.87
C  2.61  0.09  -0.28
C  1.16  -0.13  -0.55
C  -1.19  0.70  -0.08
C  0.23  0.72  0.32
N  0.73  2.20  0.23
S  -1.49  1.30  -1.84
H  -2.26  -1.25  1.98
H  -2.71  -2.82  1.10
H  -0.75  -1.82  -1.67
H  -2.12  -3.03  -1.49
H  -2.31  -1.46  -2.31
H  3.04  -0.89  -2.10
H  4.23  -1.38  -0.93
H  2.68  -1.88  -0.74
H  -2.39  2.38  0.70
H  -3.20  0.98  0.53
H  -2.15  1.04  1.81
H  1.56  0.82  2.36
H  0.81  -0.77  1.92
H  -0.17  0.52  2.49
H  2.79  0.06  0.84
H  3.09  0.98  -0.73
H  0.86  0.12  -1.57
H  0.85  -1.13  -0.41
H  0.87  2.47  1.25
H  0.26  2.79  -0.45
H  1.69  2.16  -0.10
H  -2.47  2.02  -1.45

Output
HOMO (alpha / beta) ... -0.3386 / -0.4660 Ha
LUMO level (alpha / beta) ... -0.10772 / -0.18654 Eh
Total charge ... +1
2S+1 ... 3
Expectation value of S² ... 2.02
Max |F| ... 0.08546 Eh/bohr


- What is the total charge in the fourth record?
  0


Copy entry 6 word for word.
This record from the OMol25 dataset describes a 2-piece molecular cluster, C10H22NS overall at a distorted geometry. The level of theory is wB97M-V/def2-TZVPD.

Geometry (Å):
C  -2.19  -1.91  1.13
C  -1.90  -1.48  -0.08
C  -1.76  -1.96  -1.48
C  3.23  -1.10  -1.08
C  -2.25  1.28  0.81
C  0.63  0.38  1.87
C  2.61  0.09  -0.28
C  1.16  -0.13  -0.55
C  -1.19  0.70  -0.08
C  0.23  0.72  0.32
N  0.73  2.20  0.23
S  -1.49  1.30  -1.84
H  -2.26  -1.25  1.98
H  -2.71  -2.82  1.10
H  -0.75  -1.82  -1.67
H  -2.12  -3.03  -1.49
H  -2.31  -1.46  -2.31
H  3.04  -0.89  -2.10
H  4.23  -1.38  -0.93
H  2.68  -1.88  -0.74
H  -2.39  2.38  0.70
H  -3.20  0.98  0.53
H  -2.15  1.04  1.81
H  1.56  0.82  2.36
H  0.81  -0.77  1.92
H  -0.17  0.52  2.49
H  2.79  0.06  0.84
H  3.09  0.98  -0.73
H  0.86  0.12  -1.57
H  0.85  -1.13  -0.41
H  0.87  2.47  1.25
H  0.26  2.79  -0.45
H  1.69  2.16  -0.10
H  -2.47  2.02  -1.45

Output
HOMO (alpha / beta) ... -0.3386 / -0.4660 Ha
LUMO level (alpha / beta) ... -0.10772 / -0.18654 Eh
Total charge ... +1
2S+1 ... 3
Expectation value of S² ... 2.02
Max |F| ... 0.08546 Eh/bohr


Repeat the first record exactly.
This record from the OMol25 dataset describes an isolated molecule of C6H11OP at a distorted geometry. The level of theory is wB97M-V/def2-TZVPD.

Geometry (Å):
C  -1.50  -1.56  0.18
C  -0.37  -0.61  -0.01
C  -0.29  0.73  -0.30
C  -1.56  1.59  -0.18
C  1.04  1.31  -0.49
P  2.20  0.16  0.32
O  3.50  -0.05  -0.31
C  1.03  -1.26  0.05
H  -1.13  -2.53  0.59
H  -1.93  -1.80  -0.85
H  -2.26  -1.22  0.97
H  -1.22  2.59  -0.13
H  -2.02  1.40  0.86
H  -2.43  1.30  -0.76
H  1.20  1.04  -1.51
H  1.20  2.40  -0.42
H  2.21  0.21  1.76
H  1.04  -1.89  0.94
H  1.29  -1.83  -0.72

Output
HOMO ... -0.3230 Ha
Structure (SMILES) ... CC1=C(C)C[PH](=O)C1
LUMO level ... 0.03015 Eh
Total charge ... 0
Max |F| ... 0.09824 Eh/bohr